Molecular formula: C22H63FeO11
Method: DFT, ωB97M-V with the def2-TZVPD basis set

Structure (XYZ):
```
97
Properties=species:S:1:pos:R:3:forces:R:3:lowdin_charge:R:1
Fe -1.39984 -3.07564 1.63322 0.4949 1.2567 -2.7339 0.8571
C 1.43002 -3.98987 -1.39527 -0.7868 -0.1051 0.3070 -0.0965
C -0.13119 -3.84634 -1.42019 0.2532 -0.4215 0.3868 -0.3901
O -0.85144 -3.87536 -0.20793 0.5725 0.6336 1.0902 -0.3695
H 1.80021 -4.14611 -2.40851 -0.1007 0.3918 -0.2446 0.0518
H 1.76957 -4.89308 -0.88831 -0.2904 -0.0337 0.4343 0.0630
H 1.93152 -3.13157 -0.94815 0.0388 0.0884 -0.0295 0.0425
H -0.46209 -4.66224 -2.06278 -0.2475 -0.5743 0.0757 0.0889
H -0.39174 -2.99183 -2.04470 0.0879 0.6643 0.2359 0.0634
C 2.75482 3.38858 0.66602 0.3015 -0.3904 -0.6361 -0.1366
C 2.13645 3.66722 -0.69488 -2.1905 2.8129 -0.0058 -0.5586
O 0.90168 4.34926 -0.67285 1.6090 -1.6471 0.3964 -0.3618
H 2.82145 4.31005 1.24441 -0.5593 -0.1430 0.2612 0.0633
H 3.78925 3.08221 0.51047 0.3213 -0.3964 0.0789 0.0461
H 2.19885 2.55686 1.09873 -0.0249 0.2150 0.6566 0.0269
H 2.09436 2.75405 -1.28855 0.1383 -1.0956 -0.2730 0.0414
H 2.84437 4.31363 -1.21363 0.8443 0.1966 -0.5048 0.0650
C 0.26516 -0.09626 -0.77354 -0.0709 0.2035 1.7888 -0.0257
C -0.05841 0.07761 0.76451 0.1485 -0.7304 -0.7629 -0.2852
O -0.67588 -1.07409 1.31195 -0.4634 -0.7523 0.2493 -0.2135
H 0.66609 -1.10405 -0.88180 -0.5402 -0.1879 -0.3286 0.0483
H 1.03224 0.55771 -1.18827 -0.1546 0.4596 0.4011 0.0469
H -0.68513 0.11812 -1.26251 0.1992 -0.5162 -0.4753 0.0659
H -0.67470 0.95846 0.94446 -0.6389 0.0509 -0.1970 0.1006
H 0.77425 0.35277 1.41186 0.7009 -0.3664 -0.0858 0.0979
C 3.91353 -0.36813 -2.89200 -0.1321 -0.3377 0.8509 -0.0617
C 4.02923 -1.88069 -3.03288 -0.2460 -0.2365 -1.4401 -0.3046
O 4.73188 -2.16494 -4.25817 0.4395 0.2364 -0.4792 -0.1119
H 4.82922 0.06749 -2.49218 0.1362 0.1551 -0.5872 0.0764
H 3.14933 -0.03844 -2.18815 -0.1378 -0.4651 0.2924 0.0510
H 3.55587 0.06055 -3.82817 0.5854 -0.0275 -0.1895 0.0802
H 3.05448 -2.32541 -3.23335 -0.3639 0.1169 0.8218 0.0833
H 4.59582 -2.48538 -2.32476 -0.4532 0.6661 1.0296 0.1100
H 4.72156 -3.12354 -4.30910 0.1756 -0.0401 -0.3184 0.0671
C -3.52584 4.37801 1.65794 0.0498 0.6928 0.3610 -0.0955
C -2.26973 3.74077 1.06115 -0.9008 -0.2064 2.0720 -0.3869
O -1.82755 4.41487 -0.02696 -0.2569 0.2259 -1.5182 -0.0430
H -3.73927 3.96481 2.64375 -0.1015 0.0056 0.1175 0.0599
H -4.44640 4.37277 1.07431 0.0645 -0.6232 -0.3864 0.0600
H -3.32648 5.44615 1.74405 0.1643 0.1045 0.3681 0.0690
H -2.48921 2.68307 0.91550 0.2277 -0.4384 -0.3737 0.0897
H -1.48605 3.80344 1.81614 0.1372 -0.0835 0.0716 0.1010
H -2.42409 4.12116 -0.71941 0.3246 0.3754 -0.6894 0.0936
C 1.27086 3.14349 -5.85548 1.0723 0.3532 1.0643 -0.0937
C 1.54559 3.76031 -4.44758 -1.5356 0.0869 -1.3417 -0.3077
O 0.40182 3.45399 -3.65674 0.6125 -0.4358 -0.2100 -0.0920
H 0.44684 3.66662 -6.34068 -0.2006 -0.3112 0.2043 0.0640
H 1.09182 2.08276 -5.67964 -0.2517 0.0030 -0.4439 0.0584
H 2.14714 3.27825 -6.48958 0.1270 -0.1402 -0.1470 0.0547
H 1.54951 4.84105 -4.58934 0.4337 0.1954 0.2765 0.1003
H 2.47429 3.42416 -3.98647 -0.0005 -0.0399 -0.0811 0.1042
H 0.74753 3.00521 -2.88170 -0.4107 0.4469 0.7300 0.0364
C -1.12523 -2.02938 5.89303 0.8059 -0.3160 0.1216 -0.0906
C -1.65935 -1.37160 4.60454 -0.8342 -0.7118 0.7816 -0.2272
O -2.26591 -2.30746 3.60394 1.8431 1.3436 0.3424 -0.2254
H -1.69639 -2.88391 6.25586 -0.1283 0.0858 -0.2019 0.0696
H -0.98594 -1.35382 6.73702 -0.9058 0.6604 -0.0680 0.0683
H -0.07497 -2.31923 5.86056 0.0678 -0.6385 -0.8364 0.0510
H -0.85916 -0.78026 4.15943 -0.3866 -0.3317 -0.5265 0.0759
H -2.47111 -0.71434 4.91621 0.0745 0.2392 -0.2786 0.1059
H -3.00475 -2.79859 3.97070 -0.4117 -0.3852 0.2938 0.0458
C -4.19929 -0.35800 0.59417 -0.3414 -0.2170 -1.0131 -0.0692
C -3.69503 -1.51975 -0.30718 0.0916 1.6875 1.9604 -0.2411
O -3.23276 -2.51872 0.61668 -0.4902 -0.4618 -0.4719 -0.2195
H -3.46753 -0.08949 1.35610 0.2401 -0.1331 -0.2380 0.0634
H -5.12460 -0.59801 1.11791 -0.0430 -0.1355 -0.0997 0.0687
H -4.37393 0.49671 -0.05934 -0.1010 0.2726 0.1777 0.0691
H -2.87049 -1.09819 -0.88209 0.0110 -0.5998 -0.3554 0.1001
H -4.48070 -2.00780 -0.88392 0.1240 0.5667 -0.4227 0.1169
H -3.85162 -3.22293 0.41004 0.4810 -0.9161 0.7390 0.0772
C -0.84120 -1.47443 -4.53842 -0.8717 -0.6455 -0.5413 -0.0639
C -2.14032 -2.29327 -4.41008 0.7578 -0.0744 1.4246 -0.3451
O -3.20277 -1.81533 -5.18134 -0.4426 0.7019 -1.0449 -0.0769
H 0.01493 -2.00873 -4.12653 -0.1567 -0.1860 0.0861 0.0565
H -0.90554 -0.52107 -4.01395 -0.0905 0.1043 -0.3858 0.0725
H -0.68325 -1.39046 -5.61364 0.2934 0.5686 0.0190 0.0738
H -2.48148 -2.22113 -3.37736 0.2809 -0.4252 0.4328 0.0911
H -1.98654 -3.34002 -4.67231 0.4093 -0.1643 0.1496 0.1089
H -3.90761 -2.45756 -5.07029 -0.1484 0.1469 -0.1237 0.0788
C -0.47769 2.05415 4.31254 1.5240 -1.3341 -1.8726 -0.0707
C 1.09621 2.03702 4.08549 -2.0108 2.4917 1.3657 -0.2250
O 1.46430 2.97651 5.14629 1.3647 -0.9190 0.3542 -0.1272
H -0.88403 1.33304 3.60332 -0.5769 -0.0108 -0.0623 0.0366
H -0.87021 3.03718 4.05239 0.0565 -0.0612 0.2533 0.0631
H -0.73048 1.73451 5.32349 0.1732 0.2248 -0.0280 0.0689
H 1.45042 2.49811 3.16352 -0.5203 -0.3349 -0.3507 0.0827
H 1.57865 1.06335 4.17108 -0.0393 0.1340 0.6098 0.0876
H 1.35670 3.87675 4.83072 0.0029 -0.1285 -0.3269 0.0744
C 2.20824 -2.06898 3.32093 -1.0915 -0.5189 0.6359 -0.0583
C 1.51192 -3.03188 2.33977 0.5827 1.0823 -0.9582 -0.2538
O 0.22551 -3.52091 2.85137 2.4096 0.4521 -0.4465 -0.1893
H 2.28353 -2.58222 4.27958 0.5994 -0.4052 0.0849 0.0654
H 1.57426 -1.24455 3.64725 -0.1719 0.3231 -0.7328 0.0465
H 3.18828 -1.69029 3.03075 -0.1450 -0.2087 -0.2414 0.0847
H 2.21538 -3.77804 1.97035 -0.1936 -0.9770 0.9475 0.1136
H 1.32152 -2.61196 1.35209 -0.6083 0.7102 0.3565 0.0776
H 0.45809 -4.00770 3.64544 -0.6846 -0.4476 0.3522 0.0947
```
Forces are in eV/Å.

Output
LUMO (alpha / beta): 2.2 / -0.1 eV
E: -80735.64372 eV
2S+1: 7
Net charge: -1
E_HOMO (alpha / beta): -0.0694 / -0.0958 Ha